Entry 1:
{"formula": "C24H43FIrP2", "method": "ωB97M-V/def2-TZVPD", "de_lowest_kj_mol": 283.3, "gap_ev": [6.09, 2.11], "total_charge": 1, "spin_multiplicity": 5, "total_energy_ha": -1826.6139, "elements": ["Ir", "C", "C", "C", "C", "C", "C", "H", "H", "H", "C", "H", "H", "H", "C", "H", "H", "H", "C", "H", "H", "H", "C", "H", "H", "H", "C", "C", "C", "C", "C", "C", "C", "C", "H", "H", "H", "H", "H", "H", "H", "H", "H", "H", "H", "H", "P", "P", "C", "C", "H", "H", "H", "H", "C", "H", "H", "H", "C", "H", "H", "H", "C", "H", "H", "H", "C", "H", "H", "H", "F"], "positions_angstrom": [[0.321588, 2.247848, -2.821319], [0.416568, 1.184519, -0.741726], [1.636347, 1.892427, -1.003895], [-0.110172, 3.430379, -1.009093], [-0.664299, 2.124143, -0.764793], [1.315612, 3.289621, -1.147499], [0.268149, -0.278631, -0.512222], [1.241099, -0.765269, -0.393635], [-0.223485, -0.726453, -1.383944], [-0.364315, -0.515144, 0.350382], [-2.099871, 1.800790, -0.554498], [-2.356929, 0.859412, -1.051282], [-2.729123, 2.600385, -0.951773], [-2.324742, 1.679923, 0.514265], [-0.874597, 4.693841, -1.162089], [-0.337429, 5.524409, -0.693222], [-1.865368, 4.583306, -0.719938], [-1.000390, 4.929879, -2.227436], [2.272646, 4.386341, -1.449831], [2.015465, 5.289150, -0.887949], [2.233261, 4.629702, -2.520518], [3.291369, 4.069532, -1.208611], [2.996854, 1.297250, -1.110065], [3.462929, 1.191749, -0.122677], [3.642325, 1.926589, -1.728199], [2.937845, 0.302298, -1.561006], [-0.929564, -4.152744, -0.752856], [0.381219, -4.359277, -0.759548], [1.242858, -4.757811, -1.956157], [0.813141, -4.117897, -3.305563], [0.277709, -2.745934, -3.088596], [-1.150242, -2.530429, -2.929550], [-2.066608, -3.723258, -3.029744], [-2.027034, -4.527784, -1.684096], [1.262994, -5.848257, -2.097015], [0.083781, -4.763784, -3.815612], [2.276080, -4.442167, -1.728895], [-2.062510, -5.610659, -1.906121], [-1.443946, -3.349623, 0.326781], [0.958801, -4.321554, 0.172865], [-2.953886, -4.268615, -1.139769], [-3.091317, -3.365127, -3.212949], [-1.485992, -1.844626, -2.140245], [-1.789792, -4.381476, -3.864664], [1.687157, -4.076254, -3.977705], [0.956105, -2.108135, -2.496102], [-0.573006, -1.410702, -4.423345], [0.385540, 2.692575, -4.850863], [0.584393, -0.056654, -4.672459], [0.048123, 1.043582, -5.597993], [1.497641, -0.469948, -5.127186], [0.902891, 0.330908, -3.664912], [0.528170, 1.004259, -6.584448], [-1.037510, 1.026814, -5.756133], [-0.901916, 3.802109, -5.426184], [-1.385620, 4.228837, -4.540439], [-1.641563, 3.244766, -6.014019], [-0.456670, 4.594187, -6.033409], [1.991165, 3.208440, -5.490546], [1.911532, 4.223792, -5.896345], [2.334979, 2.516851, -6.271399], [2.706863, 3.201934, -4.660604], [-2.264127, -0.874345, -4.854684], [-2.949617, -1.733828, -4.899949], [-2.260748, -0.408926, -5.847039], [-2.645523, -0.152813, -4.118502], [-0.186971, -2.553534, -5.826487], [0.897574, -2.723202, -5.888659], [-0.509680, -2.078271, -6.761579], [-0.678707, -3.532256, -5.750354], [-1.764205, -2.595158, 0.982652]], "atomic_forces_ev_per_a": [[-0.838, -0.728, 3.846], [0.038, -0.058, 0.111], [-0.266, 0.245, 0.367], [0.763, -0.002, 0.597], [0.233, -0.004, 0.009], [-0.395, 0.147, 0.232], [0.005, -0.183, -0.172], [-0.231, 0.035, 0.079], [0.107, 0.004, 0.374], [0.119, -0.038, -0.063], [-0.189, -0.117, 0.063], [-0.037, 0.135, 0.140], [-0.039, -0.185, 0.069], [0.065, 0.017, -0.203], [-0.076, 0.207, -0.101], [-0.223, -0.068, -0.046], [0.095, 0.226, 0.001], [-0.055, 0.161, 0.238], [0.211, 0.210, -0.156], [0.205, -0.104, -0.038], [0.139, 0.125, 0.315], [-0.130, 0.269, 0.019], [0.107, -0.136, -0.067], [-0.090, 0.029, -0.131], [-0.006, -0.147, 0.096], [0.135, 0.102, 0.090], [0.198, -0.382, 1.041], [0.051, -0.379, -0.839], [0.351, -0.201, 0.045], [0.455, -0.374, -0.508], [1.976, 0.639, 1.021], [-0.663, 1.168, 0.069], [-0.529, 0.603, -0.877], [-0.187, 0.241, 0.032], [0.165, 0.092, 0.047], [0.221, 0.243, 0.229], [-0.253, -0.158, -0.191], [0.099, 0.348, 0.087], [0.561, -0.703, -0.617], [-0.222, 0.467, -0.171], [0.177, -0.256, -0.493], [0.225, -0.238, 0.008], [0.240, -0.258, 0.060], [-0.150, 0.256, 0.175], [-0.140, -0.103, 0.229], [-0.366, -0.258, 0.046], [-1.531, -4.669, -0.631], [0.129, -0.275, -3.204], [0.739, 0.218, 0.185], [-0.012, 0.641, -0.681], [-0.332, -0.258, 0.327], [-0.201, -0.243, -0.625], [-0.222, -0.243, 0.092], [0.417, -0.144, 0.132], [-0.256, 0.316, -0.327], [-0.010, 0.052, -0.342], [0.122, 0.267, 0.115], [-0.265, 0.012, 0.033], [0.420, 0.222, -0.244], [0.191, -0.206, 0.045], [-0.045, 0.293, 0.151], [-0.050, 0.066, -0.297], [-0.290, 1.127, -0.822], [0.534, 0.131, 0.214], [-0.351, -0.027, 0.101], [0.058, -0.160, -0.145], [-0.038, 0.458, -0.360], [-0.352, 0.088, 0.141], [0.009, -0.134, 0.069], [0.002, 0.417, 0.184], [-0.521, 1.162, 0.824]], "lowdin_charge": [1.063, -0.261, -0.294, -0.327, -0.287, -0.324, -0.002, 0.096, 0.046, 0.100, -0.009, 0.088, 0.081, 0.115, -0.010, 0.097, 0.088, 0.078, -0.019, 0.093, 0.079, 0.088, -0.016, 0.111, 0.083, 0.083, -0.157, -0.155, -0.178, -0.197, -0.285, -0.343, -0.168, -0.169, 0.109, 0.103, 0.103, 0.120, -0.039, 0.094, 0.108, 0.110, 0.117, 0.097, 0.113, 0.113, 0.923, 0.586, -0.357, -0.375, 0.110, 0.021, 0.098, 0.049, -0.214, 0.033, 0.060, 0.058, -0.211, 0.058, 0.059, 0.038, -0.191, 0.069, 0.040, 0.063, -0.155, 0.063, 0.060, 0.066, -0.287]}



Entry 2:
{"formula": "C33H25AuBrN3O2", "method": "ωB97M-V/def2-TZVPD", "de_lowest_kj_mol": 59.1, "gap_ev": 6.30, "total_charge": 2, "spin_multiplicity": 1, "total_energy_ha": -4296.4550, "elements": ["Au", "C", "O", "C", "N", "C", "C", "C", "C", "C", "C", "C", "C", "C", "C", "C", "C", "N", "C", "N", "C", "C", "O", "C", "C", "C", "C", "C", "C", "H", "H", "H", "H", "H", "H", "H", "H", "H", "H", "H", "H", "H", "H", "H", "H", "H", "H", "H", "Br", "C", "C", "C", "C", "C", "C", "C", "C", "C", "C", "H", "H", "H", "H", "H", "H"], "positions_angstrom": [[-0.596070, -0.444903, -0.844886], [-2.270555, -4.012578, 1.068367], [-2.533315, -3.988164, -0.391380], [-1.983560, -2.902613, -0.839270], [-1.446185, -2.091414, 0.017187], [-1.687879, -2.615488, 1.386396], [-0.473775, -2.661165, 2.273475], [-0.657952, -2.534533, 3.646099], [0.429842, -2.617484, 4.501949], [1.705423, -2.812834, 3.988030], [1.889085, -2.939054, 2.619678], [0.798719, -2.870424, 1.762513], [-1.999366, -2.577708, -2.296000], [-2.472286, -3.305986, -3.370546], [-2.336408, -2.733396, -4.638047], [-1.745929, -1.479740, -4.814493], [-1.303759, -0.823670, -3.680834], [-1.450813, -1.387492, -2.491120], [-0.612635, 0.489990, -3.524994], [-0.192467, 0.875559, -2.365495], [0.478540, 2.187313, -2.501857], [0.221163, 2.501611, -3.997281], [-0.408752, 1.272216, -4.540615], [-0.049653, 3.235453, -1.559653], [0.830137, 4.187135, -1.058884], [0.363134, 5.199032, -0.232501], [-0.982562, 5.257801, 0.101217], [-1.862838, 4.308893, -0.398357], [-1.397584, 3.300573, -1.230228], [-1.557329, -4.813782, 1.242537], [-3.215138, -4.224399, 1.557124], [-2.440938, -1.965257, 1.835315], [-1.649334, -2.362804, 4.051750], [0.281955, -2.523880, 5.569437], [2.554167, -2.870265, 4.656568], [2.880706, -3.097392, 2.215340], [0.950042, -2.993130, 0.695520], [-2.920094, -4.279766, -3.228015], [-2.693645, -3.275726, -5.503139], [-1.639630, -1.030936, -5.792589], [1.539733, 2.016651, -2.310929], [1.121122, 2.680056, -4.575790], [-0.496149, 3.304473, -4.141905], [1.884919, 4.137386, -1.306536], [1.051167, 5.939696, 0.152339], [-1.345561, 6.046286, 0.746811], [-2.914251, 4.359590, -0.146956], [-2.098992, 2.574343, -1.629836], [2.227841, -1.241842, -1.270170], [2.616320, -0.206914, 0.295522], [3.924546, -0.165369, 0.662217], [4.305012, 0.553074, 1.817453], [3.360567, 1.190361, 2.557896], [1.991413, 1.158052, 2.192102], [1.030259, 1.825520, 2.994238], [-0.290635, 1.805853, 2.684246], [-0.724362, 1.106851, 1.530200], [0.189681, 0.471350, 0.752280], [1.585182, 0.447789, 1.026029], [4.671523, -0.682703, 0.076061], [5.347525, 0.584001, 2.102862], [3.639151, 1.737361, 3.449850], [1.377549, 2.355279, 3.872325], [-1.016993, 2.318127, 3.300448], [-1.779027, 1.105136, 1.280924]], "atomic_forces_ev_per_a": [[-0.272, -0.110, -0.380], [-0.037, -0.002, -0.098], [0.006, 0.007, 0.144], [-0.053, -0.004, -0.149], [0.028, -0.233, 0.261], [-0.025, -0.003, -0.109], [-0.064, 0.115, 0.043], [0.033, 0.078, 0.027], [0.017, 0.012, -0.003], [-0.022, 0.021, 0.049], [-0.025, 0.003, -0.088], [0.066, -0.138, -0.044], [0.068, 0.093, 0.187], [-0.004, -0.013, -0.083], [0.016, 0.029, 0.050], [-0.087, -0.025, -0.025], [0.097, 0.114, 0.154], [0.015, -0.101, -0.066], [-0.078, -0.142, -0.128], [-0.046, 0.364, 0.069], [0.016, -0.096, -0.057], [-0.045, -0.099, -0.051], [0.101, 0.099, 0.051], [0.081, -0.007, 0.027], [0.033, -0.055, 0.090], [-0.003, 0.000, 0.021], [0.046, 0.023, 0.019], [-0.028, -0.064, -0.029], [-0.104, 0.032, -0.052], [0.025, -0.001, -0.009], [-0.007, -0.003, 0.002], [-0.026, -0.050, 0.054], [0.015, -0.006, -0.019], [0.005, -0.001, -0.008], [-0.008, -0.008, -0.007], [-0.009, -0.005, 0.007], [0.004, 0.019, 0.022], [-0.015, 0.005, -0.035], [0.001, 0.003, -0.001], [0.000, -0.038, -0.010], [0.024, 0.068, -0.015], [0.004, -0.014, -0.010], [-0.012, 0.011, 0.010], [-0.019, -0.002, -0.008], [-0.005, -0.002, -0.005], [-0.002, -0.002, -0.011], [0.009, -0.003, -0.006], [0.010, -0.001, 0.010], [0.270, -0.043, -0.031], [-0.282, 0.017, -0.029], [0.124, 0.078, 0.139], [0.058, -0.114, -0.146], [-0.106, 0.075, 0.095], [0.090, -0.012, 0.021], [0.166, -0.002, 0.033], [-0.243, -0.062, -0.168], [0.141, 0.246, 0.363], [0.128, -0.144, -0.188], [-0.099, 0.098, 0.143], [-0.002, 0.003, 0.003], [-0.007, -0.007, -0.009], [0.000, -0.001, -0.008], [0.013, -0.005, -0.007], [0.011, 0.000, 0.006], [0.013, 0.002, -0.007]], "lowdin_charge": [1.249, 0.024, 0.098, -0.285, 0.023, -0.204, -0.215, -0.023, -0.049, -0.054, -0.058, -0.060, -0.125, 0.077, 0.038, 0.078, -0.123, 0.011, -0.296, 0.001, -0.208, 0.028, 0.096, -0.217, -0.021, -0.050, -0.057, -0.061, -0.055, 0.148, 0.146, 0.158, 0.123, 0.116, 0.116, 0.115, 0.073, 0.145, 0.138, 0.145, 0.151, 0.145, 0.146, 0.123, 0.116, 0.116, 0.114, 0.111, 0.808, -0.581, -0.116, -0.041, -0.007, -0.145, -0.008, -0.047, -0.111, -0.256, -0.209, 0.109, 0.121, 0.127, 0.127, 0.118, 0.103]}



Entry 3:
{"formula": "C3H6N2O2S", "method": "ωB97M-V/def2-TZVPD", "de_lowest_kj_mol": 614.8, "gap_ev": 9.05, "spin_multiplicity": 1, "total_energy_ha": -775.9060, "smiles": "C/C(=N/O)ONC=S", "elements": ["C", "C", "N", "O", "O", "N", "C", "S", "H", "H", "H", "H", "H", "H"], "positions_angstrom": [[1.388110, 1.533475, -0.206526], [1.012939, 0.010262, 0.049971], [1.678110, -1.110411, -0.294843], [1.116226, -2.307436, 0.160838], [-0.135799, 0.118542, 0.792489], [-1.213595, -0.524428, 0.278618], [-2.429152, 0.108965, 0.200449], [-3.939614, -0.519459, -0.150020], [0.504032, 2.058642, -0.760259], [1.592786, 2.144182, 0.630323], [2.311750, 1.698012, -0.737062], [1.581851, -2.785098, -0.627858], [-1.026820, -1.562896, 0.434089], [-2.440821, 1.137652, 0.229793]], "atomic_forces_ev_per_a": [[-0.861, -1.177, -2.241], [2.090, -0.389, -0.879], [-1.958, 5.511, 1.281], [1.281, -0.760, -2.890], [0.555, 0.649, 1.051], [-1.568, -2.848, -0.147], [-0.362, -3.030, -0.746], [1.564, -0.112, 0.436], [1.593, -1.231, 0.843], [-0.402, -0.033, 1.763], [0.159, -0.483, -0.852], [-1.644, -0.058, 2.529], [-1.345, 1.664, -0.598], [0.898, 2.298, 0.450]], "lowdin_charge": [0.002, -0.289, 0.022, -0.089, -0.070, -0.048, -0.659, 0.555, 0.118, 0.052, 0.061, 0.154, 0.172, 0.022]}



Entry 4:
{"formula": "C3H3CaLiO4", "method": "ωB97M-V/def2-TZVPD", "de_lowest_kj_mol": 32.9, "gap_ev": 4.35, "spin_multiplicity": 1, "total_energy_ha": -1102.2192, "elements": ["C", "O", "O", "C", "O", "O", "C", "H", "H", "H", "Ca", "Li"], "positions_angstrom": [[-1.137096, -0.768613, -0.891960], [-1.035221, -1.960935, -1.120003], [-1.905214, 0.077764, -1.458684], [0.054027, -0.061125, -0.160620], [0.134239, 1.157895, -0.150064], [0.737350, -0.857320, 0.600948], [1.506688, -0.271684, 1.660816], [0.839774, 0.268194, 2.342988], [1.994179, -1.107473, 2.167060], [2.246489, 0.424177, 1.248748], [-2.086667, 0.839042, -3.585245], [-1.348547, 2.260078, -0.653984]], "atomic_forces_ev_per_a": [[1.843, -0.823, -2.145], [-0.424, 0.364, 0.828], [-0.677, 0.827, 0.406], [-1.826, 0.158, 1.016], [0.423, 0.307, 0.199], [0.322, -0.361, 0.117], [0.433, 0.281, -0.068], [0.135, -0.146, -0.151], [-0.133, 0.227, -0.120], [-0.141, -0.187, 0.168], [-0.090, 0.074, 0.229], [0.135, -0.723, -0.477]], "lowdin_charge": [-0.620, 0.078, -0.426, -0.427, -0.035, 0.019, -0.011, 0.103, 0.102, 0.101, 0.692, 0.426]}



Entry 5:
{"formula": "C3H4F3N", "method": "ωB97M-V/def2-TZVPD", "de_lowest_kj_mol": 408.5, "gap_ev": [7.85, 7.85], "spin_multiplicity": 1, "total_energy_ha": -470.8970, "elements": ["C", "C", "C", "N", "F", "F", "F", "H", "H", "H", "H"], "positions_angstrom": [[-0.388216, -0.332587, 1.153337], [-0.442943, -1.048043, -0.094981], [0.129278, 1.337794, -0.626320], [-0.595656, 0.396638, -0.086966], [0.705330, 2.271710, 0.009301], [1.948422, -1.230292, -1.075110], [0.006325, 1.676470, -1.908406], [-1.149143, -0.253930, 1.863672], [0.569448, 0.062383, 1.750683], [0.573469, -1.253945, -0.611986], [-1.356313, -1.626196, -0.373224]], "atomic_forces_ev_per_a": [[3.555, 2.364, 2.506], [-0.603, -2.168, -1.519], [-2.258, -0.559, -1.595], [1.091, 2.509, -1.163], [0.376, 0.087, 0.648], [-0.685, 0.537, 0.223], [0.409, -1.170, 1.869], [-1.782, -0.123, 0.479], [-1.485, -1.673, -1.839], [0.617, -0.474, -0.057], [0.764, 0.669, 0.447]], "lowdin_charge": [-0.064, -0.049, -0.301, 0.065, 0.276, -0.592, 0.214, 0.093, 0.181, 0.035, 0.142]}



Entry 6:
{"formula": "C5H6F2", "method": "ωB97M-V/def2-TZVPD", "de_lowest_kj_mol": 160.5, "gap_ev": 10.67, "spin_multiplicity": 1, "total_energy_ha": -393.7406, "smiles": "C=C1[C@@H](C)C1(F)F", "elements": ["C", "C", "C", "C", "C", "F", "F", "H", "H", "H", "H", "H", "H"], "positions_angstrom": [[-0.495889, -2.181127, -0.426946], [-0.840528, -0.979236, -0.044606], [-0.587442, 0.329525, 0.603554], [0.235365, 1.482260, 0.058108], [-1.923751, 0.007773, -0.007456], [-2.944162, -0.002016, 0.853501], [-2.292572, 0.680329, -1.141515], [-1.338876, -2.796225, -0.677650], [0.452990, -2.369725, -0.709092], [-0.712012, 0.378511, 1.760321], [0.310589, 1.248954, -0.981116], [1.235065, 1.614054, 0.554115], [-0.372027, 2.288353, 0.122207]], "atomic_forces_ev_per_a": [[-3.047, 1.088, -0.100], [-0.624, 0.665, 0.797], [0.127, 0.975, 1.576], [1.767, -2.958, 0.310], [0.798, 0.715, 0.668], [-0.988, -0.351, 0.090], [0.143, -0.656, 0.350], [0.126, -0.577, -0.613], [3.162, -1.359, -0.041], [0.318, -0.648, -2.015], [0.718, 0.211, -0.871], [-1.065, -0.126, -0.586], [-1.434, 3.020, 0.435]], "lowdin_charge": [0.111, -0.140, -0.178, -0.039, -0.472, 0.109, 0.098, 0.077, 0.034, 0.185, 0.074, 0.102, 0.039]}